[1]
The following is a quantum chemistry calculation of a cluster of 8 separate species, C4H25NO8 in total at a distorted geometry, from the Open Molecules 2025 dataset.

```
! wB97M-V def2-TZVPD RIJCOSX def2/J DEFGRID3
* xyz 0 1
C -1.17157 4.11700 -0.11830
O -1.93326 -2.51070 3.25096
H -1.72601 4.00602 0.81326
H 0.56900 3.94111 -1.92639
H 2.19367 -3.98409 1.76375
H 4.26718 -1.29086 0.75141
H -2.83908 -2.22509 3.09961
H -1.46172 -1.84538 2.74348
O 2.33491 0.50597 -0.13050
H 4.05015 -1.05923 -0.75812
H 2.48633 -1.81075 -2.62430
O 4.09022 -1.73906 -0.07940
H 2.02079 -1.77978 -1.12890
H -0.34748 2.51236 -2.46033
H 1.14175 2.29213 -1.55262
H -1.99899 1.89759 -1.12103
H 2.47617 1.44777 -0.15559
O -0.97811 -3.15986 -0.47372
H -0.10078 0.17852 0.71283
H -0.50733 4.95823 0.07078
O 1.74303 -1.64142 -2.04234
C 0.27051 2.93372 -1.65741
H -0.04873 0.21061 -1.06216
O -1.73276 -0.55055 -0.25905
O 2.06802 -3.73438 0.84431
H -1.46115 -3.88509 -0.07879
N -0.35781 2.91838 -0.31989
H -1.91222 4.24736 -0.91783
H -1.48716 -1.44562 -0.55728
H -2.93703 -0.21284 1.32581
H 1.69041 0.03075 -0.64145
C -1.29647 1.75003 -0.28945
H -4.20954 -0.25023 2.22383
O -3.25225 -0.35119 2.23013
H 2.95508 -3.65420 0.47336
H -0.02399 -3.19353 -0.36152
H -1.89963 1.97613 0.59557
C -0.67414 0.40020 -0.18271
*
```

Output
F_max in eV Å⁻¹: 2.647
Highest occupied orbital energy in eV: -9.0
Relative energy (zero: lowest compared OMol25 entry of this formula, charge and spin) in kJ/mol: 222.5
SMILES: CN(C)CCO.O.O.O.O.O.O.O
Electronic energy in hartree: -824.02178


[2]
The following is a quantum chemistry calculation of a cluster of 9 separate species, C4H26NO8 in total at a distorted geometry, from the Open Molecules 2025 dataset.

```
! wB97M-V def2-TZVPD RIJCOSX def2/J DEFGRID3
* xyz 1 1
H 1.37757 1.22031 -2.24634
H -1.61048 -2.42080 -2.71959
C 1.91865 2.44411 -0.60966
H 3.39929 -0.84007 0.49323
O -1.22023 -1.22246 3.51134
H -0.19818 -1.68223 0.99595
H -4.44245 1.74341 0.63419
H -3.21711 1.64265 -0.25804
H 4.23486 0.88789 0.38715
H 1.39252 -0.08767 1.16085
N 2.20169 0.64228 1.00969
H 0.94124 -2.35407 -1.25501
C 1.39906 1.90527 0.67356
O -0.27415 -0.91380 0.66815
O 1.56894 -1.77661 -1.16180
C 2.38846 1.48616 -1.70702
H -3.01921 -0.07299 -2.46358
H -0.32818 -3.55307 2.80508
O -0.15748 -3.85310 1.87359
C 3.43223 0.25381 0.72065
H 1.20319 3.20130 -0.87746
H -0.35656 -4.80111 1.97845
H -1.62020 2.32741 2.86020
H -2.30276 1.43578 1.76907
O -3.60411 1.32403 0.53026
H -0.38769 -1.08627 -0.30340
H 1.19726 2.60777 1.60883
H 1.30316 -1.09998 -1.70627
H -1.90086 -2.31632 -4.13567
O -3.88095 0.06689 -2.08374
H 0.45831 1.31872 0.54229
H -1.40904 -1.11722 2.57798
O -1.46111 -1.96385 -3.41992
H 3.11894 0.67411 -1.48678
H -4.28385 0.17416 -2.99295
H -0.21823 -1.26872 3.63406
H 2.78700 3.14911 -0.56163
O -1.46672 2.07180 2.05675
H 3.03715 1.85338 -2.50245
*
```

Output
F_max in eV Å⁻¹: 10.396
Highest occupied orbital energy in eV: -13.3
Relative energy (zero: lowest compared OMol25 entry of this formula, charge and spin) in kJ/mol: 668.8
Electronic energy in hartree: -824.25129


[3]
The following is a quantum chemistry calculation of a cluster of 9 separate species, C4H26NO9S2 in total at a distorted geometry, from the Open Molecules 2025 dataset.

```
! wB97M-V def2-TZVPD RIJCOSX def2/J DEFGRID3
* xyz 1 1
H 0.32883 1.99987 2.12360
C 3.34410 1.15337 0.02472
C -1.18716 -2.07246 0.54556
H -3.27107 1.21640 3.22361
H 0.61317 -3.14616 -1.27288
H 0.73120 -0.61868 3.05239
H 1.10137 -2.88768 0.26209
H -1.16023 -1.34674 3.71931
H 0.14659 -0.46056 0.20293
S 3.83317 -0.56668 -0.32185
O -3.49440 1.62175 0.02276
O 1.68602 -0.33275 3.14070
H -4.03726 -1.15770 -1.31104
N -0.83373 -0.80512 -1.62105
O -3.63791 -0.49256 -1.87477
H -0.50363 -1.37374 -2.39970
O -1.62703 3.59260 -0.63659
H -1.05136 3.30686 0.12521
H 1.85393 1.39462 2.05686
H -0.64835 2.29549 -3.17448
H -4.19432 1.71629 -0.61279
H -1.56394 4.50577 -0.89312
O -0.95772 -0.97784 2.82473
H 2.26411 -0.95401 2.67497
C -0.16982 -1.32184 -0.39279
H 2.30265 1.29261 0.26611
H 3.74945 1.40090 1.01813
H -1.54297 -0.15959 2.77740
S 2.45333 -1.47093 -1.47634
H -0.75311 -2.65186 1.36208
H 0.71153 1.82429 -3.26270
O -2.66041 0.99820 2.50828
H -3.52733 0.19518 -1.21344
H -2.73346 2.23038 -0.17550
H -3.31359 0.95346 1.74597
C 0.96856 -2.30810 -0.66070
H 3.79774 1.82584 -0.69881
H -1.88558 -0.88277 -1.58548
O -0.18839 1.44591 -3.22280
O 1.17700 1.96064 1.64096
O -2.34023 -1.93352 0.24629
H -0.51550 0.14327 -1.85530
*
```

Output
F_max in eV Å⁻¹: 2.587
Highest occupied orbital energy in eV: -11.9
Relative energy (zero: lowest compared OMol25 entry of this formula, charge and spin) in kJ/mol: 0.0
Electronic energy in hartree: -1696.05009


[4]
The following is a quantum chemistry calculation of a cluster of 9 separate species, C4H27N2O9 in total at a distorted geometry, from the Open Molecules 2025 dataset.

```
! wB97M-V def2-TZVPD RIJCOSX def2/J DEFGRID3
* xyz -1 1
H 0.21711 1.74587 -3.28472
H -2.74564 -0.12545 -1.26610
O -2.57367 0.35863 2.77607
C 0.29667 -2.29464 0.05790
H 0.38318 2.08194 0.59557
H 2.17893 -1.51734 -0.43977
H 2.38192 -2.80067 0.61910
H 0.35375 0.48435 2.94278
H -0.30714 -2.85994 0.76881
H 0.28439 -2.83734 -0.88985
H -1.26846 -0.85584 0.10576
O -0.35077 2.46473 -2.92792
N -0.36478 -1.01180 -0.29553
H 1.76179 1.28640 -1.39566
O 1.07056 2.52039 -0.69007
H 1.24579 -0.18930 -3.38515
H 1.07320 -1.30192 2.42838
H 1.82273 0.67816 0.51656
C 1.71613 -1.93657 0.45492
C 0.99193 1.09403 2.29361
O 0.05273 1.89645 1.58298
H -2.50951 1.95512 -0.62640
O -3.02237 -0.92644 -1.72739
H -3.17186 0.65331 2.08450
H 2.78863 -1.38588 2.29519
H -2.16852 -1.27727 -1.95167
H 0.13407 -0.19497 -0.01523
H 0.05479 2.57396 -2.02054
O 1.28129 -0.70174 -4.24291
O -3.07922 -2.38261 2.26107
H -2.30630 -1.85852 2.49200
N 1.85594 0.31713 1.44847
H 0.35905 -0.77070 -4.52777
H 1.55239 3.28836 -0.35786
H -1.16876 1.71757 0.05580
C 1.89774 -1.11649 1.71810
O 2.08045 0.64550 -2.11972
O -2.10612 1.40313 0.03481
H 1.55055 1.77712 2.96555
H 2.95342 0.73711 -2.49314
H -3.54259 -1.77941 1.69762
H -1.65339 0.44557 2.46186
*
```

Output
F_max in eV Å⁻¹: 2.143
Highest occupied orbital energy in eV: -5.7
Relative energy (zero: lowest compared OMol25 entry of this formula, charge and spin) in kJ/mol: 126.6
Electronic energy in hartree: -955.31407


[5]
The following is a quantum chemistry calculation of a cluster of 9 separate species, C4H27N2O9S in total at a distorted geometry, from the Open Molecules 2025 dataset.

```
! wB97M-V def2-TZVPD RIJCOSX def2/J DEFGRID3
* xyz 1 1
O -0.34391 2.48016 -1.32996
O -2.14734 -2.62205 2.35834
H 1.75948 -2.75432 2.04390
H -3.84478 0.49076 1.36083
H 1.27808 -0.71949 -1.12850
C -0.61717 -0.02589 0.69596
O 2.91544 1.07876 1.71013
S -0.91928 -1.85995 -3.05875
H -1.73900 1.37400 1.72052
C -3.03898 -0.02670 0.86501
O 2.26429 0.14066 -2.05916
H 1.77039 0.49699 -2.80760
H -1.16287 -1.95331 0.08374
H 1.12958 -1.68861 0.26234
H -2.41888 -0.73710 -1.69143
H 2.71674 1.34672 2.61235
H 0.12205 1.88905 -3.27683
C -1.34584 -0.70200 -1.71174
H -0.04755 1.14203 4.65189
O 0.65403 1.23148 -3.72079
H 2.08686 0.70220 1.44707
H -2.14314 -3.49791 1.95025
H -0.81555 2.32549 4.37410
H 3.47030 2.26470 -0.59306
H -2.72053 -2.69026 3.12632
H -3.36395 0.02875 -0.17868
H -3.03975 -1.08021 1.13880
H 0.77527 -2.29743 -1.25933
H 0.72913 1.50072 -4.64073
O -0.24199 1.71361 3.90464
O 0.81096 -2.79264 1.94390
O 3.51634 2.37495 -1.54988
H 0.38098 -2.67219 2.77983
N -1.74154 0.61004 1.05772
H -0.95357 0.27454 -1.94804
C -0.68950 -1.10244 -0.39769
O 0.45976 0.26651 1.20217
H 3.05125 0.72969 -2.01214
H -0.12286 -1.07006 -3.79284
H -1.30153 2.63381 -1.39991
N 0.70948 -1.51338 -0.64503
H 4.42655 2.72560 -1.58147
H -0.26748 1.98476 -0.50625
*
```

Output
F_max in eV Å⁻¹: 2.026
Highest occupied orbital energy in eV: -12.5
Relative energy (zero: lowest compared OMol25 entry of this formula, charge and spin) in kJ/mol: 0.0
Electronic energy in hartree: -1353.27600


[6]
The following is a quantum chemistry calculation of a cluster of 10 separate species, C4H27NO10 in total at a distorted geometry, from the Open Molecules 2025 dataset.

```
! wB97M-V def2-TZVPD RIJCOSX def2/J DEFGRID3
* xyz 0 1
O 2.16792 -0.12959 3.38911
H -1.47533 -0.19376 -1.35023
C 0.09040 0.02749 0.95935
C 0.50650 0.01688 -0.51209
H -3.15977 0.66513 -0.81814
H -2.52829 -1.30800 0.43617
H 2.07723 -3.75370 0.41658
O -0.82757 2.53441 0.13331
H 1.21759 -0.09119 3.23614
O 1.58896 -3.11525 0.91688
H 2.87798 -0.59795 1.95191
H -1.40042 -3.76728 1.01354
O 2.92450 0.35930 -2.79004
H -2.41182 1.95103 -0.59538
H 0.36304 3.43115 -1.14982
O -1.08793 -2.86780 0.95738
H 2.95220 -0.23577 0.42363
O -2.40190 1.59687 2.12569
C 0.09631 2.50121 -0.67097
H 2.13078 -2.31683 0.96969
H 2.35093 -0.69087 4.22161
H 0.32310 -0.91578 1.42656
H -0.17801 -0.76812 -2.49639
H 1.40719 1.42850 -1.81869
O -2.94789 1.48998 -1.22642
H 1.44817 -0.55670 -0.60206
O 3.14523 -0.93048 1.03951
H -0.10428 -2.88986 0.94717
N 0.78020 1.37442 -0.99132
O -1.00949 2.01419 -3.01604
H 0.55073 0.79043 1.50339
H -0.65021 -1.69775 -1.11051
H 3.68818 -0.11768 -2.61392
O -3.25636 -0.64766 0.35430
H -0.94656 0.16391 1.09526
H 2.55019 -0.02370 -3.54997
H -1.67197 1.68303 -2.41918
H -2.11107 2.05976 2.88339
C -0.50498 -0.70216 -1.41477
H -1.49528 2.37825 -3.75303
H -3.21112 -0.12708 1.14439
H -1.85706 1.97903 1.35397
*
```

Output
F_max in eV Å⁻¹: 2.681
Highest occupied orbital energy in eV: -9.6
Relative energy (zero: lowest compared OMol25 entry of this formula, charge and spin) in kJ/mol: 23.4
SMILES: CC(C)NC=O.O.O.O.O.O.O.O.O.O
Electronic energy in hartree: -975.78090


What did the sixth record say?
The following is a quantum chemistry calculation of a cluster of 10 separate species, C4H27NO10 in total at a distorted geometry, from the Open Molecules 2025 dataset.

```
! wB97M-V def2-TZVPD RIJCOSX def2/J DEFGRID3
* xyz 0 1
O 2.16792 -0.12959 3.38911
H -1.47533 -0.19376 -1.35023
C 0.09040 0.02749 0.95935
C 0.50650 0.01688 -0.51209
H -3.15977 0.66513 -0.81814
H -2.52829 -1.30800 0.43617
H 2.07723 -3.75370 0.41658
O -0.82757 2.53441 0.13331
H 1.21759 -0.09119 3.23614
O 1.58896 -3.11525 0.91688
H 2.87798 -0.59795 1.95191
H -1.40042 -3.76728 1.01354
O 2.92450 0.35930 -2.79004
H -2.41182 1.95103 -0.59538
H 0.36304 3.43115 -1.14982
O -1.08793 -2.86780 0.95738
H 2.95220 -0.23577 0.42363
O -2.40190 1.59687 2.12569
C 0.09631 2.50121 -0.67097
H 2.13078 -2.31683 0.96969
H 2.35093 -0.69087 4.22161
H 0.32310 -0.91578 1.42656
H -0.17801 -0.76812 -2.49639
H 1.40719 1.42850 -1.81869
O -2.94789 1.48998 -1.22642
H 1.44817 -0.55670 -0.60206
O 3.14523 -0.93048 1.03951
H -0.10428 -2.88986 0.94717
N 0.78020 1.37442 -0.99132
O -1.00949 2.01419 -3.01604
H 0.55073 0.79043 1.50339
H -0.65021 -1.69775 -1.11051
H 3.68818 -0.11768 -2.61392
O -3.25636 -0.64766 0.35430
H -0.94656 0.16391 1.09526
H 2.55019 -0.02370 -3.54997
H -1.67197 1.68303 -2.41918
H -2.11107 2.05976 2.88339
C -0.50498 -0.70216 -1.41477
H -1.49528 2.37825 -3.75303
H -3.21112 -0.12708 1.14439
H -1.85706 1.97903 1.35397
*
```

Output
F_max in eV Å⁻¹: 2.681
Highest occupied orbital energy in eV: -9.6
Relative energy (zero: lowest compared OMol25 entry of this formula, charge and spin) in kJ/mol: 23.4
SMILES: CC(C)NC=O.O.O.O.O.O.O.O.O.O
Electronic energy in hartree: -975.78090